DFT (ωB97M-V with the def2-TZVPD basis set) results for a 5-piece molecular cluster, C12H24NO15S2 overall in a non-equilibrium geometry.

2S+1 = 1
Calculated total energy = -66698.0656 eV
Charge = -1
Gap between HOMO and LUMO = 0.290 hartree

Each line ends with the Mulliken charge.
Cartesian coordinates (Å):
1 N 0.611 -2.630 2.282  0.85
2 O -0.159 -3.121 1.421  -0.60
3 O 1.147 -3.379 3.125  -0.69
4 O 0.845 -1.426 2.372  -0.50
5 O -2.334 -0.179 -3.681  -0.63
6 S -1.573 -1.243 -4.282  1.19
7 O -0.346 -0.867 -4.920  -0.64
8 O -1.209 -2.334 -3.105  -0.26
9 C -0.334 -2.017 -2.084  0.40
10 C 0.381 -3.240 -1.536  -1.91
11 C -2.655 -2.089 -5.363  -0.89
12 H -0.822 -1.466 -1.297  0.07
13 H 0.435 -1.294 -2.577  0.31
14 H -0.250 -3.841 -1.139  0.58
15 H 1.068 -3.264 -0.818  0.51
16 H 0.871 -3.747 -2.424  0.29
17 H -2.949 -1.240 -6.106  0.32
18 H -3.326 -2.248 -4.665  0.35
19 H -2.051 -2.872 -5.787  0.33
20 O 1.714 3.257 0.916  -0.70
21 S 0.323 2.855 0.842  1.33
22 O -0.462 3.028 2.003  -0.63
23 O -0.335 3.718 -0.414  -0.26
24 C -0.403 5.115 -0.157  -0.13
25 C -0.834 5.878 -1.311  -1.45
26 C 0.308 1.194 0.175  -1.96
27 H 0.609 5.306 0.144  0.32
28 H -1.087 5.048 0.823  0.27
29 H -0.916 6.955 -1.314  0.39
30 H -1.729 5.571 -1.648  0.42
31 H -0.242 5.733 -2.224  0.32
32 H 0.831 0.585 0.934  0.35
33 H 0.824 1.118 -0.585  0.90
34 H -0.553 0.891 -0.114  0.80
35 C -2.932 -1.738 2.789  -0.47
36 C -2.773 -1.222 1.297  0.41
37 O -3.312 0.151 1.529  -0.41
38 C -3.336 0.409 2.843  0.72
39 O -3.559 1.582 3.189  -0.64
40 O -3.057 -0.615 3.531  -0.32
41 H -2.164 -2.361 3.013  0.45
42 H -3.880 -2.267 2.708  0.29
43 H -3.200 -1.723 0.530  0.51
44 H -1.904 -0.936 1.020  -0.53
45 C 4.054 -1.345 1.790  -0.34
46 C 3.757 -0.112 2.584  0.34
47 O 4.899 0.696 2.290  -0.29
48 C 5.698 -0.023 1.655  0.59
49 O 6.837 0.395 1.192  -0.73
50 O 5.382 -1.213 1.455  -0.30
51 H 3.496 -1.351 0.849  0.23
52 H 3.886 -2.113 2.489  0.37
53 H 3.703 -0.282 3.745  0.29
54 H 2.985 0.317 2.032  -0.18


DFT (ωB97M-V with the def2-TZVPD basis set) results for a 5-piece molecular cluster, C12H24NO15S2 overall in a non-equilibrium geometry.

2S+1 = 1
Calculated total energy = -66697.0088 eV
Charge = -1
Gap between HOMO and LUMO = 0.280 hartree

Each line ends with the Mulliken charge.
Cartesian coordinates (Å):
1 N 38.820 37.709 26.410  0.67
2 O 40.013 37.484 26.748  -0.69
3 O 37.996 36.826 26.549  -0.38
4 O 38.754 38.503 25.424  -0.60
5 O 34.030 34.330 28.518  -0.66
6 S 34.986 33.623 27.738  1.25
7 O 36.077 32.974 28.475  -0.66
8 O 34.082 32.323 27.171  -0.29
9 C 33.714 31.325 28.070  -0.46
10 C 32.444 30.660 27.493  -1.16
11 C 35.483 34.557 26.368  -0.52
12 H 33.306 31.642 29.080  0.30
13 H 34.519 30.824 28.374  0.53
14 H 31.639 31.577 27.974  0.19
15 H 32.213 29.784 27.994  0.36
16 H 32.387 30.649 26.511  0.38
17 H 36.010 35.602 26.690  0.02
18 H 34.694 34.617 25.556  0.48
19 H 36.228 33.797 25.922  0.26
20 O 34.853 36.381 23.144  -0.50
21 S 35.450 36.875 21.942  1.26
22 O 35.582 38.335 21.793  -0.67
23 O 37.022 36.317 21.953  -0.45
24 C 37.736 36.116 23.119  0.51
25 C 39.176 36.014 22.718  -1.30
26 C 34.532 36.241 20.642  -1.11
27 H 37.190 35.421 23.579  0.47
28 H 37.730 36.940 23.817  -0.26
29 H 39.739 35.252 23.367  0.20
30 H 39.632 37.036 22.833  0.26
31 H 39.144 35.524 21.849  0.54
32 H 34.557 36.862 19.834  0.42
33 H 33.415 36.042 20.810  0.30
34 H 35.047 35.361 20.471  0.36
35 C 35.510 39.809 26.600  -0.21
36 C 35.356 38.639 25.521  0.64
37 O 34.207 38.077 25.877  -0.34
38 C 33.892 38.280 27.104  0.72
39 O 32.995 37.747 27.693  -0.60
40 O 34.700 39.248 27.539  -0.36
41 H 34.954 40.634 26.181  0.32
42 H 36.671 39.734 27.040  0.19
43 H 36.283 37.991 25.299  -0.48
44 H 35.204 39.088 24.494  0.12
45 C 39.404 33.956 26.621  0.72
46 C 39.288 33.928 28.175  -0.23
47 O 39.424 32.532 28.443  -0.35
48 C 39.733 31.809 27.241  0.57
49 O 39.895 30.591 27.153  -0.57
50 O 39.749 32.677 26.143  -0.36
51 H 40.189 34.751 26.170  0.14
52 H 38.489 34.362 26.237  -0.53
53 H 38.376 34.276 28.130  0.21
54 H 39.858 34.608 28.744  0.36


DFT (ωB97M-V with the def2-TZVPD basis set) results for C12H24NaO11 as an isolated structure in a non-equilibrium geometry.

2S+1 = 1
Calculated total energy = -39769.0862 eV
Charge = -1
Gap between HOMO and LUMO = 0.167 hartree

Each line ends with the Mulliken charge.
Cartesian coordinates (Å):
1 Na 35.685 -5.155 9.764  0.85
2 C 35.966 -8.567 10.254  -0.24
3 O 34.877 -7.648 10.115  -0.83
4 H 35.778 -9.314 9.482  0.33
5 H 36.960 -8.121 10.251  -0.34
6 H 35.879 -8.977 11.260  0.19
7 C 36.630 -5.100 6.282  -0.74
8 O 35.767 -5.608 7.318  -0.82
9 H 37.625 -4.896 6.678  0.12
10 H 36.839 -5.941 5.620  0.27
11 H 36.312 -4.175 5.803  0.23
12 C 42.288 -6.699 10.529  -1.44
13 C 40.878 -6.789 9.950  0.46
14 C 39.803 -7.446 10.840  -0.56
15 O 38.847 -6.510 11.093  -0.14
16 C 39.134 -5.385 10.515  0.61
17 O 38.437 -4.385 10.637  -0.58
18 O 40.292 -5.523 9.858  -0.39
19 H 42.278 -6.207 11.502  0.34
20 H 42.994 -6.076 9.979  0.35
21 H 42.577 -7.720 10.776  0.37
22 H 40.868 -7.291 8.982  0.31
23 H 40.209 -7.892 11.748  0.30
24 H 39.329 -8.185 10.194  0.34
25 C 32.935 -4.592 14.838  -0.70
26 O 33.778 -4.165 13.718  -0.29
27 C 34.836 -4.897 13.157  0.54
28 O 35.441 -4.548 12.104  -0.39
29 O 35.064 -6.031 13.873  -0.29
30 C 36.295 -6.677 13.832  -0.51
31 H 33.498 -4.938 15.704  0.30
32 H 32.478 -5.529 14.521  0.32
33 H 32.088 -3.929 15.019  0.26
34 H 36.502 -7.141 12.867  0.09
35 H 36.330 -7.277 14.741  0.28
36 H 37.086 -5.931 13.917  0.34
37 C 31.851 -3.852 10.215  -0.76
38 O 33.259 -3.627 10.170  -0.01
39 C 33.823 -2.422 10.031  0.60
40 O 33.253 -1.344 10.243  -0.64
41 O 35.108 -2.674 9.696  -0.04
42 C 36.098 -1.689 9.884  -0.80
43 H 31.592 -3.667 11.257  0.26
44 H 31.639 -4.899 9.997  0.25
45 H 31.329 -3.267 9.458  0.31
46 H 35.727 -0.868 10.497  0.35
47 H 35.929 -1.333 8.868  0.37
48 H 37.085 -2.089 10.117  0.15